No. 1
# C9H7CrF15O17S4

A structure of composition C9H7CrF15O17S4 (wB97M-V/def2-TZVPD, the OMol25 dataset).

Calculated values
⟨S²⟩ ... 6.03
Net charge ... -2
2S+1 ... 5
Orbital gap (spin up / spin down) ... 0.2320 / 0.1304 hartree

Last column: natural (NBO) charge in e.
Atoms and positions in Å:
Cr: -0.099 -0.789 0.226  1.58
O: 0.185 -3.677 3.069  -0.66
C: 0.157 -2.756 2.092  0.97
O: -0.646 -1.844 2.015  -0.66
O: 0.785 -2.688 1.012  -0.74
H: 1.073 -4.039 3.031  0.49
C: 1.767 1.522 2.179  0.25
O: 0.822 2.504 2.288  -0.49
O: 1.249 0.512 1.307  -0.24
C: 3.317 2.047 2.179  0.96
F: 4.062 0.981 2.442  -0.31
F: 3.640 2.562 0.943  -0.31
F: 3.554 2.905 3.137  -0.29
C: 0.741 3.451 1.226  -0.11
C: -0.222 4.590 1.739  -0.62
H: -0.907 4.260 2.520  0.23
H: 0.371 5.340 2.263  0.18
H: -0.667 5.173 0.933  0.22
H: 0.160 2.983 0.431  0.21
H: 1.590 3.953 0.763  0.19
H: 1.641 0.947 3.097  0.25
C: -2.312 -4.441 -1.870  0.74
F: -1.214 -5.052 -2.398  -0.32
F: -3.455 -4.935 -2.504  -0.34
F: -2.371 -4.730 -0.625  -0.30
S: -2.290 -2.546 -1.988  2.30
O: -3.625 -2.075 -1.633  -0.95
O: -1.310 -1.993 -1.038  -0.97
O: -1.907 -2.193 -3.373  -0.91
C: 0.801 2.496 -2.981  0.75
F: 2.053 2.012 -3.035  -0.32
F: 0.743 3.333 -2.024  -0.33
F: 0.560 3.152 -4.086  -0.32
S: -0.567 1.117 -2.587  2.31
O: -0.210 0.588 -1.284  -0.97
O: -1.885 1.708 -2.694  -0.95
O: -0.484 0.147 -3.655  -0.92
C: 2.631 -3.638 -2.180  0.75
F: 1.638 -4.486 -1.994  -0.31
F: 3.349 -3.417 -1.058  -0.34
F: 3.453 -4.059 -3.088  -0.31
S: 1.818 -1.944 -2.605  2.27
O: 2.928 -1.073 -3.105  -0.99
O: 0.813 -2.144 -3.728  -0.91
O: 1.182 -1.453 -1.394  -0.99
C: -2.637 1.514 2.943  0.72
F: -3.555 1.350 3.905  -0.33
F: -2.593 2.748 2.619  -0.31
F: -1.405 1.138 3.444  -0.35
S: -3.107 0.405 1.469  2.34
O: -4.154 1.163 0.751  -0.92
O: -1.863 0.163 0.747  -0.96
O: -3.599 -0.790 2.154  -0.95

No. 2
# C5H16NOSn

A structure of composition C5H16NOSn (wB97M-V/def2-TZVPD, the OMol25 dataset).

Calculated values
Energy above the lowest of the compared OMol25 structures with the same formula, charge and spin ... 0.0 kcal/mol
Net charge ... +1
2S+1 ... 1
Orbital gap ... 0.2883 hartree

Last column: natural (NBO) charge in e.
Atoms and positions in Å:
C: -2.067 3.940 -3.488  -0.84
Sn: 0.198 0.491 -0.707  1.04
N: -1.906 0.797 0.256  -1.08
H: 1.816 0.938 -0.220  -0.33
H: -1.911 3.269 -4.302  0.22
H: -1.561 4.899 -3.641  0.23
H: -1.602 3.441 -2.626  0.18
H: -3.125 4.085 -3.262  0.22
H: -1.859 1.050 1.251  0.41
H: -2.350 -0.123 0.178  0.42
H: -2.494 1.477 -0.234  0.42
C: 1.676 -2.807 0.895  -0.44
C: 2.294 -1.659 1.726  -0.45
C: 1.142 -0.715 2.040  -0.07
O: 0.156 -0.920 0.920  -0.65
C: 0.282 -2.316 0.476  -0.09
H: 2.307 -3.074 0.037  0.24
H: 1.572 -3.703 1.511  0.24
H: 3.085 -1.146 1.167  0.23
H: 2.742 -2.020 2.649  0.25
H: 0.583 -0.984 2.952  0.21
H: 1.390 0.352 2.064  0.22
H: 0.160 -2.395 -0.615  0.22
H: -0.527 -2.879 0.974  0.21

No. 3
# C5H8O2

An isolated molecule of C5H8O2 (wB97M-V/def2-TZVPD, the OMol25 dataset).

Calculated values
Energy above the lowest of the compared OMol25 structures with the same formula, charge and spin ... 31.3 kcal/mol
Structure (SMILES) ... O=C[C@H]1C[C@@H](O)C1
2S+1 ... 1
Orbital gap ... 0.3976 hartree

Last column: natural (NBO) charge in e.
Atoms and positions in Å:
O: 1.928 -0.049 -1.476  -0.70
C: 0.716 0.516 -1.054  0.11
C: -0.526 -0.398 -0.948  -0.43
C: -0.812 0.160 0.458  -0.34
C: -0.996 -0.803 1.598  0.45
O: -0.905 -2.005 1.521  -0.52
C: 0.567 0.891 0.442  -0.42
H: 2.048 -0.885 -1.005  0.46
H: 0.554 1.374 -1.713  0.18
H: -0.277 -1.465 -0.938  0.23
H: -1.308 -0.226 -1.692  0.22
H: -1.219 -0.311 2.571  0.11
H: -1.661 0.850 0.495  0.22
H: 1.327 0.394 1.055  0.21
H: 0.565 1.958 0.685  0.22

No. 4
# C2H5ClN2

A cluster of 2 separate species, C2H5ClN2 in total (wB97M-V/def2-TZVPD, the OMol25 dataset).

Calculated values
Energy above the lowest of the compared OMol25 structures with the same formula, charge and spin ... 123.9 kcal/mol
2S+1 ... 1
Orbital gap (spin up / spin down) ... 0.2450 / 0.3513 hartree

Last column: natural (NBO) charge in e.
Atoms and positions in Å:
C: -0.358 1.099 -0.428  0.20
C: -0.483 -0.261 1.606  -0.45
N: -0.860 0.661 0.602  -0.42
N: 1.482 -0.291 -1.800  -0.59
Cl: 0.514 -1.674 -1.747  0.08
H: -0.488 2.091 -1.029  0.20
H: -1.350 -0.465 2.345  0.21
H: 0.448 0.137 2.032  0.23
H: -0.364 -1.287 1.224  0.22
H: 1.460 -0.012 -2.806  0.32

No. 5
# C4H13NO

A cluster of 2 separate species, C4H13NO in total (wB97M-V/def2-TZVPD, the OMol25 dataset).

Calculated values
Energy above the lowest of the compared OMol25 structures with the same formula, charge and spin ... 20.3 kcal/mol
Structure (SMILES) ... CCNCC.O
2S+1 ... 1
Orbital gap ... 0.3273 hartree

Last column: natural (NBO) charge in e.
Atoms and positions in Å:
C: 2.662 -1.030 -0.703  -0.61
C: 1.616 -1.146 0.381  -0.20
N: 0.646 -0.096 0.357  -0.65
C: -0.179 0.161 1.504  -0.20
C: -0.732 1.588 1.486  -0.61
H: 2.927 0.007 -0.951  0.21
H: 3.578 -1.548 -0.461  0.22
H: 2.299 -1.387 -1.678  0.20
H: 2.127 -1.070 1.338  0.17
H: 1.192 -2.166 0.430  0.16
H: 0.381 0.360 -0.495  0.37
H: 0.467 0.014 2.379  0.18
H: -1.047 -0.504 1.617  0.16
H: -0.743 2.054 0.502  0.20
H: -0.130 2.262 2.072  0.21
H: -1.745 1.635 1.881  0.21
H: -3.584 0.607 -3.273  0.47
H: -2.507 0.677 -2.174  0.47
O: -3.395 0.350 -2.367  -0.94

Number 1: strongest force on any atom 7.01 eV/Å. Number 2: strongest force on any atom 2.60 eV/Å. Number 3: strongest force on any atom 0.49 eV/Å. Number 4: strongest force on any atom 2.84 eV/Å. Number 5: strongest force on any atom 1.45 eV/Å.